No. 1
Formula: C18H30AlN2O3
Source: the OMol25 dataset
Level of theory: the ωB97M-V functional and the def2-TZVPD basis

Positions of all 54 atoms, in Å:
C 2.923 -1.070 1.685
C 2.084 -0.870 0.420
C 2.277 0.521 -0.214
C 1.001 1.145 -0.800
Al -0.635 1.109 0.398
C -1.598 2.912 0.273
O -1.231 3.827 1.338
O 0.172 3.627 1.598
C -1.908 -0.314 -0.392
C -2.606 -1.339 0.494
C -3.948 -0.817 1.025
O -1.731 -1.710 1.577
H 2.736 -2.042 2.151
H 3.994 -0.996 1.457
H 2.690 -0.287 2.414
H 2.357 -1.647 -0.307
H 1.030 -1.033 0.666
H 3.060 0.427 -0.986
H 2.694 1.199 0.544
H 1.201 2.202 -1.036
H 0.757 0.662 -1.760
H -0.230 0.852 1.962
H -1.354 3.407 -0.686
H -2.692 2.855 0.346
H 0.135 2.898 2.240
H -1.313 -0.846 -1.152
H -2.686 0.231 -0.948
H -2.807 -2.246 -0.094
H -4.754 -1.088 0.336
H -3.930 0.271 1.135
H -4.184 -1.249 2.005
H -2.210 -2.336 2.130
N -4.190 -3.818 -1.605
C -4.896 -4.945 -1.600
C -4.937 -5.826 -2.671
C -4.204 -5.517 -3.806
C -3.463 -4.347 -3.821
C -3.489 -3.531 -2.698
H -5.452 -5.154 -0.692
H -5.528 -6.731 -2.612
H -4.208 -6.180 -4.663
H -2.873 -4.066 -4.683
H -2.921 -2.607 -2.664
N 4.753 3.510 2.695
C 6.030 3.588 2.325
C 6.446 4.045 1.084
C 5.480 4.445 0.172
C 4.149 4.370 0.541
C 3.837 3.898 1.809
H 6.758 3.263 3.061
H 7.499 4.080 0.841
H 5.762 4.800 -0.811
H 3.354 4.654 -0.135
H 2.800 3.811 2.114

orbital gap	7.08	eV
charge	-1
HOMO	-4.576	eV
LUMO energy	0.0920	hartree

Mulliken atomic charge list, values in e, 5 entries: atom 1 (C): -1.427, atom 2 (C): 0.253, atom 3 (C): -0.329, atom 4 (C): -0.755, atom 5 (Al): -0.020

=====

No. 2
Formula: C18H30Cl2LuN7O3
Source: the OMol25 dataset
Level of theory: the ωB97M-V functional and the def2-TZVPD basis

Positions of all 61 atoms, in Å:
O -0.128 0.987 -2.667
C -0.936 1.384 -3.537
C -0.496 1.950 -4.822
C 0.695 2.695 -4.949
H 1.274 2.903 -4.048
C 1.115 3.088 -6.221
H 2.041 3.654 -6.305
C 0.377 2.741 -7.358
H 0.761 3.031 -8.341
C -0.845 2.073 -7.220
H -1.462 1.880 -8.094
C -1.259 1.641 -5.963
H -2.149 1.034 -5.821
H -2.010 1.134 -3.428
C -2.599 2.681 -1.290
C -2.511 1.266 -0.957
H -3.399 3.205 -0.736
H -2.800 2.789 -2.368
H -1.614 3.151 -1.099
C -2.810 0.440 0.010
C -3.646 0.754 1.271
H -2.530 -0.624 -0.002
H -4.379 1.553 1.079
H -3.019 1.040 2.132
H -4.205 -0.130 1.612
Lu 0.483 -0.230 -1.110
Cl 1.897 1.904 -0.763
Cl -0.697 -1.774 -3.036
H 4.448 0.806 -3.858
H 6.063 0.987 -2.176
C 3.618 0.542 -3.190
C 5.325 0.870 -1.381
N 4.179 0.144 -1.897
H 3.051 -0.302 -3.597
C 3.513 -0.688 -1.108
O 2.397 -1.187 -1.417
H 5.764 0.272 -0.580
H 3.977 -0.869 -0.133
H 2.925 1.394 -3.086
H 5.050 1.852 -0.975
H -1.334 -5.179 1.490
H -0.649 -6.341 -0.566
C -1.580 -4.270 0.937
C -1.016 -5.469 -1.120
N -0.800 -4.290 -0.296
H -1.385 -3.378 1.551
C -0.035 -3.281 -0.688
O -0.053 -2.150 -0.138
H -0.488 -5.358 -2.075
H 0.595 -3.468 -1.573
H -2.646 -4.315 0.690
H -2.092 -5.590 -1.302
N 0.209 -1.207 4.528
N 0.033 -0.255 3.543
N 0.831 0.849 3.557
C 0.850 1.178 2.273
N 0.224 0.284 1.473
N -0.291 -0.645 2.294
H -0.535 -1.893 4.496
H 0.371 -0.766 5.424
H 1.369 2.048 1.929

orbital gap (spin up / spin down)	4.49 / 4.49	eV
charge	0
HOMO (spin up / spin down)	-4.348 / -4.345	eV
LUMO energy (spin up / spin down)	0.0053 / 0.0053	hartree
energy above the lowest of the compared OMol25 structures with the same formula, charge and spin	1.4768	eV

Mulliken atomic charge list, values in e, 5 entries: atom 1 (O): 0.191, atom 2 (C): -0.577, atom 3 (C): 0.618, atom 4 (C): -0.276, atom 5 (H): 0.415

=====

No. 3
Formula: C18H30F12O10Si2
Source: the OMol25 dataset
Level of theory: the ωB97M-V functional and the def2-TZVPD basis

Positions of all 72 atoms, in Å:
O 1.640 -0.612 0.211
C 1.152 -2.005 -0.014
C 1.115 -2.739 1.475
Si 1.891 -4.523 1.219
O 3.629 -4.317 1.376
Si 4.492 -4.729 -0.098
H 2.590 -0.746 0.554
H 1.873 -2.530 -0.773
H 0.029 -1.933 -0.409
H 1.855 -2.170 2.197
H 0.026 -2.850 1.891
H 1.439 -5.019 -0.074
H 1.417 -5.342 2.362
H 4.680 -3.578 -1.017
H 3.930 -5.880 -0.808
H 5.870 -5.090 0.322
C -2.361 -0.865 2.884
C -2.769 -1.062 4.332
O -4.133 -1.505 4.414
C -4.342 -2.850 4.241
O -3.445 -3.659 4.022
C -5.823 -3.189 4.403
F -6.641 -2.308 3.758
F -6.212 -3.178 5.711
F -6.144 -4.423 3.922
H -3.055 -0.186 2.378
H -1.351 -0.450 2.820
H -2.384 -1.809 2.334
H -2.714 -0.105 4.863
H -2.099 -1.757 4.851
C 0.474 1.143 -5.197
C 1.608 0.381 -5.856
O 2.083 -0.662 -4.991
C 1.371 -1.835 -5.012
O 0.379 -2.020 -5.712
C 2.012 -2.870 -4.088
F 2.380 -2.346 -2.883
F 3.143 -3.409 -4.629
F 1.187 -3.918 -3.808
H 0.781 1.518 -4.216
H 0.164 1.988 -5.818
H -0.393 0.497 -5.033
H 2.452 1.058 -6.030
H 1.313 -0.022 -6.832
C 4.583 3.304 0.445
C 3.430 2.628 1.162
O 2.649 3.594 1.881
C 1.709 4.275 1.151
O 1.518 4.101 -0.049
C 0.919 5.229 2.047
F 1.716 5.927 2.906
F 0.011 4.571 2.822
F 0.215 6.161 1.344
H 5.183 3.889 1.149
H 5.227 2.563 -0.038
H 4.222 3.999 -0.318
H 3.822 1.921 1.902
H 2.804 2.053 0.469
C -3.081 4.616 0.097
C -2.083 3.474 0.127
O -2.729 2.232 -0.190
C -2.898 1.962 -1.524
O -2.536 2.713 -2.425
C -3.549 0.593 -1.717
F -4.594 0.380 -0.867
F -2.670 -0.428 -1.501
F -4.043 0.410 -2.975
H -3.928 4.403 0.757
H -2.610 5.550 0.416
H -3.489 4.758 -0.907
H -1.673 3.371 1.138
H -1.236 3.659 -0.545

orbital gap	10.26	eV
charge	0
HOMO	-10.030	eV
LUMO energy	0.0085	hartree

Mulliken atomic charge list, values in e, 5 entries: atom 1 (O): -0.393, atom 2 (C): 0.119, atom 3 (C): -0.211, atom 4 (Si): 0.529, atom 5 (O): -0.297